[1]
Below is a molecular structure, C3H5NO4 in a non-equilibrium geometry, with properties calculated with the ωB97M-V functional and the def2-TZVPD basis.

Each line ends with the natural charge from an NBO analysis.
Positions of all 13 atoms, in Å:
C1 -1.618 0.636 0.594  -0.105
C2 -0.414 -0.175 0.560  -0.002
C3 0.835 0.039 -0.331  0.218
N1 2.040 -0.051 0.552  0.516
O1 2.111 -1.020 1.249  -0.327
O2 2.776 0.913 0.504  -0.386
O3 -1.653 -0.737 0.181  -0.467
O4 0.903 1.185 -0.895  -0.691
H1 -2.139 0.945 1.538  0.193
H2 -1.775 1.347 -0.227  0.195
H3 -0.117 -0.608 1.499  0.199
H4 0.912 -1.063 -1.200  0.164
H5 1.802 1.472 -0.673  0.493

Summary:
HOMO energy in eV: -10.5
M in g/mol: 119.08
Spin multiplicity: 1

***

[2]
Below is C3H5NO4 in the gas phase in a non-equilibrium geometry, with properties calculated with the ωB97M-V functional and the def2-TZVPD basis.

Each line ends with the natural charge from an NBO analysis.
Positions of all 13 atoms, in Å:
C1 0.078 -1.381 0.532  -0.122
C2 -0.246 0.010 0.031  0.331
C3 0.726 0.983 -0.517  -0.170
N1 -1.672 0.411 -0.149  0.456
O1 -2.563 -0.273 0.424  -0.329
O2 -1.868 1.430 -0.828  -0.341
O3 -0.058 -1.836 -0.732  -0.453
O4 1.966 1.013 0.181  -0.688
H1 1.186 -1.451 0.937  0.158
H2 -0.713 -1.803 1.288  0.213
H3 0.154 1.897 -0.313  0.240
H4 0.963 0.737 -1.553  0.240
H5 2.047 0.263 0.699  0.465

Summary:
HOMO energy (alpha / beta) in eV: -11.0 / -10.7
M in g/mol: 119.08
Spin multiplicity: 1

***

[3]
Below is a molecular structure, C3H5NO4 in a non-equilibrium geometry, with properties calculated with the ωB97M-V functional and the def2-TZVPD basis.

Each line ends with the natural charge from an NBO analysis.
Positions of all 13 atoms, in Å:
C1 1.255 1.417 1.775  -0.297
C2 -0.205 0.560 0.059  0.961
C3 -0.643 -1.847 -1.742  0.498
H1 2.612 1.612 1.866  0.231
H2 1.057 0.241 2.226  0.213
H3 0.411 2.291 2.340  0.204
H4 -2.239 -0.331 -1.709  0.403
H5 -1.457 -2.798 -1.634  0.125
N1 -1.219 -0.555 -1.376  -0.359
O1 0.873 1.375 0.442  -0.539
O2 -0.826 -0.152 0.744  -0.565
O3 -0.182 0.188 -1.262  -0.316
O4 0.565 -1.999 -1.729  -0.560

Summary:
HOMO energy in eV: -9.9
M in g/mol: 119.08
Spin multiplicity: 1

***

[4]
Below is 2 unconnected molecules or ions with the total composition C3H5NOS in a non-equilibrium geometry, with properties calculated with the ωB97M-V functional and the def2-TZVPD basis.

Each line ends with the natural charge from an NBO analysis.
Positions of all 11 atoms, in Å:
C1 -0.393 -0.096 -1.882  -0.266
C2 -1.369 0.301 -1.077  -0.181
C3 -2.279 0.568 -0.263  -0.081
S1 -3.249 0.975 0.972  0.077
H1 -0.409 -1.128 -2.260  0.223
H2 0.501 0.616 -1.947  0.224
N1 1.881 -0.316 1.566  -0.514
O1 0.666 -0.042 0.865  -0.607
H3 2.466 -0.826 0.864  0.325
H4 1.666 -0.973 2.231  0.329
H5 0.517 0.921 0.931  0.469

Summary:
HOMO energy in eV: -8.4
M in g/mol: 103.15
Spin multiplicity: 1

***

[5]
Below is C3H5NOS in the gas phase in a non-equilibrium geometry, with properties calculated with the ωB97M-V functional and the def2-TZVPD basis.

Each line ends with the natural charge from an NBO analysis.
Positions of all 11 atoms, in Å:
O1 0.735 1.830 -0.032  -0.517
N1 0.729 0.484 -0.006  -0.074
C1 1.851 -0.446 0.029  -0.202
C2 0.653 -1.517 -0.029  -0.439
C3 -0.296 -0.367 -0.029  0.053
S1 -1.884 -0.065 0.011  -0.185
H1 -0.245 2.027 0.105  0.498
H2 2.323 -0.314 0.956  0.197
H3 2.590 -0.405 -0.763  0.205
H4 0.581 -2.173 -0.876  0.235
H5 0.660 -2.144 0.877  0.230

Summary:
HOMO energy in eV: -8.5
M in g/mol: 103.15
Spin multiplicity: 1

***

[6]
Below is C3H5NOS in the gas phase in a non-equilibrium geometry, with properties calculated with the ωB97M-V functional and the def2-TZVPD basis.

Each line ends with the natural charge from an NBO analysis.
Positions of all 11 atoms, in Å:
C1 -1.590 -0.845 -0.359  -0.353
C2 -1.108 0.255 0.330  -0.310
C3 0.165 0.822 -0.023  0.615
O1 0.311 1.992 -0.407  -0.570
N1 1.148 -0.201 0.003  -0.739
S1 2.884 -0.118 -0.148  0.206
H1 -2.688 -1.070 -0.195  0.219
H2 -0.925 -1.377 -1.154  0.216
H3 -1.913 0.816 0.822  0.241
H4 0.809 -0.980 0.279  0.367
H5 2.907 0.706 0.852  0.108

Summary:
HOMO energy in eV: -9.5
M in g/mol: 103.15
Spin multiplicity: 1

***

[7]
Below is 2 unconnected molecules or ions with the total composition C3H5NOS in a non-equilibrium geometry, with properties calculated with the ωB97M-V functional and the def2-TZVPD basis.

Each line ends with the natural charge from an NBO analysis.
Positions of all 11 atoms, in Å:
C1 -1.153 -1.294 -0.058  0.091
C2 -1.719 -0.311 -0.756  -0.485
C3 1.901 0.860 0.231  -0.462
N1 -0.110 0.455 0.965  -0.296
O1 -0.298 -0.903 0.916  -0.323
S1 -1.153 1.227 -0.115  0.457
H1 -1.280 -2.356 -0.136  0.219
H2 -2.412 -0.351 -1.566  0.249
H3 1.720 1.129 -0.794  0.179
H4 2.155 1.644 0.911  0.187
H5 2.349 -0.100 0.402  0.184

Summary:
HOMO energy (alpha / beta) in eV: -7.1 / -7.1
M in g/mol: 103.15
Spin multiplicity: 1

***

[8]
Below is C3H5NOS in the gas phase in a non-equilibrium geometry, with properties calculated with the ωB97M-V functional and the def2-TZVPD basis.

Each line ends with the natural charge from an NBO analysis.
Positions of all 11 atoms, in Å:
C1 1.119 -0.868 0.170  -0.419
N1 -0.200 -0.804 -0.397  -0.557
C2 -1.055 0.192 -0.129  -0.026
S1 -2.671 0.094 0.007  -0.051
C3 -0.479 1.577 -0.011  0.357
O1 0.709 1.812 -0.163  -0.503
H1 1.827 -0.281 -0.450  0.231
H2 1.155 -0.566 1.262  0.202
H3 1.404 -1.922 0.127  0.205
H4 -0.652 -1.683 -0.551  0.403
H5 -1.159 2.450 0.135  0.157

Summary:
HOMO energy in eV: -9.0
M in g/mol: 103.15
Spin multiplicity: 1

***

[9]
Below is a molecular structure, C3H5NOS in a non-equilibrium geometry, with properties calculated with the ωB97M-V functional and the def2-TZVPD basis.

Each line ends with the natural charge from an NBO analysis.
Positions of all 11 atoms, in Å:
C1 -0.416 0.643 -0.290  -0.031
C2 -0.571 1.321 2.024  0.029
C3 0.229 -0.637 -0.654  -0.619
N1 -0.338 1.101 0.870  -0.350
O1 -0.044 -3.127 -1.453  -0.984
S1 -0.911 -1.995 -1.304  1.105
H1 -0.771 1.253 -1.101  0.202
H2 0.271 2.385 2.350  0.150
H3 0.936 -0.437 -1.534  0.243
H4 0.651 -1.073 0.167  0.233
H5 -1.621 -2.450 -0.067  0.024

Summary:
HOMO energy in eV: -8.5
M in g/mol: 103.15
Spin multiplicity: 1

***

[10]
Below is C3H5NOS2 in the gas phase in a non-equilibrium geometry, with properties calculated with the ωB97M-V functional and the def2-TZVPD basis.

Each line ends with the natural charge from an NBO analysis.
Positions of all 12 atoms, in Å:
C1 -2.082 0.104 0.076  0.174
C2 1.578 -0.273 -0.742  -0.621
C3 0.906 0.257 0.491  -0.302
N1 0.168 1.396 0.219  -0.264
O1 -1.272 1.084 -0.074  -0.302
S1 -2.393 -1.347 0.890  0.241
S2 -3.986 -0.333 -0.166  0.060
H1 2.266 0.592 -1.007  0.216
H2 2.180 -1.196 -0.614  0.207
H3 0.784 -0.360 -1.429  0.207
H4 0.316 -0.509 0.983  0.165
H5 1.536 0.584 1.374  0.219

Summary:
HOMO energy (alpha / beta) in eV: -7.7 / -7.7
M in g/mol: 135.21
Spin multiplicity: 1

***

[11]
Below is a molecular structure, C3H5NOS3 in a non-equilibrium geometry, with properties calculated with the ωB97M-V functional and the def2-TZVPD basis.

Each line ends with the natural charge from an NBO analysis.
Positions of all 13 atoms, in Å:
C1 -0.220 -0.604 0.807  0.390
C2 -0.741 -0.502 -1.887  -0.726
C3 0.826 1.016 -0.460  -0.241
H1 1.018 0.519 3.293  0.100
H2 -0.669 -1.084 -2.746  0.239
H3 -1.842 -0.172 -1.822  0.232
H4 1.234 1.937 -0.155  0.216
H5 1.657 0.114 -0.453  0.210
N1 -0.482 -1.086 1.908  -0.640
O1 -0.004 0.745 0.704  -0.508
S1 -0.450 -0.451 3.520  0.190
S2 -0.270 -1.638 -0.659  0.321
S3 -0.059 1.206 -2.049  0.217

Summary:
HOMO energy in eV: -8.6
M in g/mol: 167.28
Spin multiplicity: 1

***

[12]
Below is C3H5NS in the gas phase in a non-equilibrium geometry, with properties calculated with the ωB97M-V functional and the def2-TZVPD basis.

Each line ends with the natural charge from an NBO analysis.
Positions of all 10 atoms, in Å:
S1 -2.850 -0.636 0.212  -0.136
C1 -1.409 -0.084 0.773  -0.074
N1 -0.325 0.184 0.083  -0.418
C2 0.536 -0.090 -0.998  -0.217
C3 1.161 0.075 0.376  -0.280
H1 -1.504 0.457 1.812  0.210
H2 0.547 -1.052 -1.672  0.230
H3 0.628 0.939 -1.650  0.202
H4 1.483 -0.948 0.842  0.244
H5 1.733 1.155 0.222  0.240

Summary:
HOMO energy in eV: -8.3
M in g/mol: 87.15
Spin multiplicity: 1